Record 1
A structure of composition C4H8N6OS in a non-equilibrium geometry, computed with the ωB97M-V functional and the def2-TZVPD basis.

Atoms and positions in Å:
C -0.715 3.467 -0.156
C -1.222 2.149 -0.082
C -0.080 1.428 0.265
C 0.909 -0.923 1.325
N 0.560 3.483 0.167
N 0.956 2.264 0.469
N 1.774 -1.740 0.770
N -0.160 -0.265 0.711
N 1.763 -2.201 -0.512
N -1.268 -0.825 0.310
O -2.423 1.625 -0.297
S 0.587 -0.358 2.871
H -1.230 4.373 -0.416
H 1.922 2.097 0.717
H 2.434 -2.207 1.397
H 1.454 -1.556 -1.231
H 2.574 -2.754 -0.770
H -1.399 -1.829 0.411
H -2.088 -0.227 0.158
H -3.082 2.291 -0.552

Output
E_HOMO (spin up / spin down)   -16.32 / -16.47 eV
Spin multiplicity   3
<S²>   2.077
Frontier orbital gap (spin up / spin down)   7.00 / 4.49 eV
E_LUMO (spin up / spin down)   -9.3 / -12.0 eV
Maximum force   5.99 eV/Å
Total charge   +2

---

Record 2
An isolated molecule of C4H8N8 in a non-equilibrium geometry, computed with the ωB97M-V functional and the def2-TZVPD basis.

Atoms and positions in Å:
C -2.961 -0.709 0.453
C 0.904 1.425 -0.875
C -2.381 -1.075 1.733
C 2.193 0.595 -0.763
N -4.141 -0.879 -0.050
N -4.112 -0.350 -1.234
N -2.957 0.027 -1.634
N 0.560 1.674 0.481
N -0.521 1.108 0.687
N -2.174 -0.178 -0.497
N -0.166 0.669 -1.537
N -0.930 0.419 -0.351
H 1.117 2.317 -1.491
H -3.175 -1.301 2.504
H -1.744 -1.848 1.679
H -1.890 -0.255 2.050
H 2.840 1.108 -0.010
H 2.746 0.556 -1.721
H 1.984 -0.386 -0.472
H -0.755 1.087 -2.302

Output
E_HOMO   -8.84 eV
Frontier orbital gap   9.27 eV
E_LUMO   0.4 eV
Maximum force   4.95 eV/Å
Energy relative to the best compared isomer or geometry (same formula, charge and spin)   2.928 eV
Total charge   0

---

Record 3
A cluster of 2 separate species, C4H8NO in total in a non-equilibrium geometry, computed with the ωB97M-V functional and the def2-TZVPD basis.

Atoms and positions in Å:
C -0.024 0.389 -1.234
C 0.403 1.529 -0.224
C -1.270 -2.182 -0.219
C 0.506 1.251 1.223
N 1.209 0.819 -1.251
O 2.467 0.705 -1.521
H -2.302 -1.955 -0.393
H 0.169 2.457 -0.645
H -0.981 -1.986 0.817
H -0.664 -1.362 -0.741
H -1.186 -3.126 -0.671
H -0.288 1.754 1.779
H 1.509 1.619 1.681
H 0.453 0.086 1.399

Output
E_HOMO   -2.89 eV
Frontier orbital gap   7.24 eV
E_LUMO   4.3 eV
Maximum force   3.05 eV/Å
Energy relative to the best compared isomer or geometry (same formula, charge and spin)   2.681 eV
Total charge   -1

---

Record 4
A cluster of 2 separate species, C4H8NO in total in a non-equilibrium geometry, computed with the ωB97M-V functional and the def2-TZVPD basis.

Atoms and positions in Å:
C -2.759 -0.384 0.962
O -2.587 0.578 0.025
H -2.128 -0.176 1.867
H -3.802 -0.531 1.353
H -2.487 -1.425 0.626
C 2.326 0.431 -0.608
C 2.456 -0.882 -0.755
C 0.231 1.007 -0.311
N 1.406 1.187 0.188
H 2.971 1.113 -1.157
H 1.832 -1.481 -0.100
H 3.316 -1.253 -1.290
H -0.553 1.750 -0.162
H -0.224 0.065 -0.637

Output
E_HOMO   -2.29 eV
Frontier orbital gap   6.05 eV
E_LUMO   3.8 eV
Maximum force   2.58 eV/Å
Energy relative to the best compared isomer or geometry (same formula, charge and spin)   1.106 eV
Total charge   -1

---

Record 5
The ion C4H8NO with charge +1 in a non-equilibrium geometry, computed with the ωB97M-V functional and the def2-TZVPD basis.

Atoms and positions in Å:
C 1.489 0.234 -0.741
C 1.582 0.346 0.710
C 0.332 -0.472 0.230
C -2.088 -0.402 -0.080
N -0.812 0.087 0.115
O -0.700 1.729 0.154
H 1.051 1.073 -1.383
H 2.161 -0.290 -1.264
H 2.414 -0.312 1.131
H 1.305 1.350 1.253
H 0.348 -1.580 0.367
H -2.001 -1.158 -0.840
H -2.776 0.319 -0.597
H -2.306 -0.922 0.944

Output
E_HOMO (spin up / spin down)   -16.71 / -14.83 eV
Frontier orbital gap (spin up / spin down)   9.48 / 7.58 eV
E_LUMO (spin up / spin down)   -7.2 / -7.3 eV
Maximum force   10.22 eV/Å
Energy relative to the best compared isomer or geometry (same formula, charge and spin)   7.088 eV
Total charge   +1

---

Record 6
A cluster of 2 separate species, C4H8NO in total in a non-equilibrium geometry, computed with the ωB97M-V functional and the def2-TZVPD basis.

Atoms and positions in Å:
C -2.520 0.169 -0.033
C -2.148 1.405 -0.055
C 0.108 -0.984 0.426
C 2.227 0.038 -0.099
N 1.136 -0.863 -0.310
O -2.807 -0.955 -0.075
H -1.596 1.864 0.741
H -2.555 2.069 -0.798
H -0.655 -1.716 0.204
H 0.002 -0.389 1.322
H 2.154 0.535 0.865
H 3.167 -0.512 -0.158
H 2.243 0.792 -0.891
H 1.245 -1.452 -1.139

Output
E_HOMO   -13.26 eV
Frontier orbital gap   8.08 eV
E_LUMO   -5.2 eV
Maximum force   1.44 eV/Å
Energy relative to the best compared isomer or geometry (same formula, charge and spin)   1.484 eV
Total charge   +1